{"formula": "C38H94Cl8O25P4", "method": "the ωB97M-V functional and the def2-TZVPD basis", "symbols": ["C", "O", "P", "O", "O", "C", "O", "C", "H", "H", "H", "H", "H", "H", "H", "H", "H", "C", "O", "P", "O", "O", "C", "O", "C", "H", "H", "H", "H", "H", "H", "H", "H", "H", "C", "O", "P", "O", "O", "C", "O", "C", "H", "H", "H", "H", "H", "H", "H", "H", "H", "C", "O", "P", "O", "O", "C", "O", "C", "H", "H", "H", "H", "H", "H", "H", "H", "H", "C", "O", "C", "C", "O", "C", "C", "O", "C", "H", "H", "H", "H", "H", "H", "H", "H", "H", "H", "H", "H", "H", "H", "C", "O", "C", "C", "O", "C", "C", "O", "C", "H", "H", "H", "H", "H", "H", "H", "H", "H", "H", "H", "H", "H", "H", "C", "O", "C", "C", "O", "C", "C", "O", "C", "H", "H", "H", "H", "H", "H", "H", "H", "H", "H", "H", "H", "H", "H", "Cl", "C", "C", "Cl", "H", "H", "H", "H", "Cl", "C", "C", "Cl", "H", "H", "H", "H", "Cl", "C", "C", "Cl", "H", "H", "H", "H", "Cl", "C", "C", "Cl", "H", "H", "H", "H"], "xyz": [[25.075824, 11.788764, 16.211173], [25.603541, 10.568653, 15.785610], [26.695670, 9.696957, 16.411066], [26.803958, 8.384820, 15.874604], [28.031410, 10.593105, 16.406930], [29.283196, 10.016119, 16.174245], [26.320226, 9.750589, 17.931802], [25.491126, 8.654195, 18.418163], [25.635361, 12.213181, 17.058208], [24.011264, 11.672141, 16.407184], [25.263178, 12.542908, 15.390137], [29.971712, 10.713109, 15.734604], [29.208924, 9.213947, 15.439390], [29.705856, 9.595780, 17.066535], [24.534187, 9.068424, 18.741209], [25.979078, 8.158112, 19.241427], [25.253061, 7.970764, 17.574931], [24.981400, 22.930095, 15.936578], [23.559130, 23.172983, 15.734717], [22.676038, 23.983173, 16.676814], [22.436831, 23.575207, 18.064585], [21.392875, 23.938889, 15.703486], [20.155588, 24.289126, 16.323781], [23.265262, 25.469286, 16.664014], [23.186349, 26.447392, 15.557266], [25.485045, 23.857371, 15.757717], [25.312866, 22.151979, 15.187006], [25.140622, 22.513340, 16.898646], [19.307256, 23.912928, 15.682829], [19.944852, 25.406010, 16.207663], [19.988692, 24.023847, 17.380893], [23.809194, 26.034527, 14.824352], [23.594507, 27.330623, 16.065464], [22.176428, 26.511257, 15.253127], [18.299315, 16.104120, 18.818821], [18.382952, 16.163503, 17.394065], [16.890166, 16.172222, 16.661847], [15.986704, 15.193238, 17.191498], [17.269317, 16.056323, 15.128716], [17.308978, 14.761997, 14.504518], [16.404607, 17.617871, 16.756332], [16.893233, 18.734618, 15.977020], [17.493433, 16.707013, 19.171784], [19.202172, 16.551415, 19.236882], [18.237458, 15.042454, 19.157517], [17.324413, 14.772562, 13.377389], [16.346491, 14.298151, 14.749921], [18.197563, 14.246028, 14.953207], [16.284581, 19.585317, 16.216653], [16.738530, 18.422531, 14.982025], [17.945987, 18.903152, 16.212950], [22.760321, 20.522562, 19.569853], [22.769356, 19.813468, 18.305750], [21.559151, 18.975922, 17.847763], [20.817560, 18.286946, 18.879122], [20.651462, 19.830056, 16.921641], [21.272685, 20.819119, 15.943456], [22.361961, 17.934892, 16.919554], [21.544228, 17.177832, 16.040048], [22.299326, 21.532693, 19.455122], [23.830297, 20.816441, 19.773817], [22.337609, 19.852162, 20.297264], [20.965111, 20.453080, 15.013038], [22.337374, 20.750660, 16.120440], [20.783743, 21.769218, 16.235440], [22.095412, 16.403620, 15.517473], [20.887829, 17.768760, 15.408543], [20.831168, 16.572760, 16.568372], [18.975751, 21.423681, 19.635810], [19.013379, 22.170911, 18.395231], [17.991697, 21.860527, 17.528444], [16.960625, 23.029111, 17.390845], [16.002207, 22.756851, 16.366583], [15.755124, 23.856119, 15.546150], [14.528017, 23.525235, 14.689053], [14.179612, 24.607826, 13.807498], [13.320844, 24.153986, 12.799737], [17.984581, 21.426969, 20.207109], [19.753337, 21.920542, 20.162428], [19.290520, 20.368111, 19.434347], [17.481441, 20.937125, 17.825461], [18.383202, 21.706951, 16.473274], [17.509054, 23.944279, 17.160241], [16.399284, 23.113010, 18.359225], [16.599605, 24.092893, 14.864911], [15.548198, 24.737230, 16.119560], [13.734039, 23.246596, 15.320832], [14.652366, 22.620299, 14.101951], [12.915623, 24.983206, 12.289472], [12.477016, 23.533206, 13.204451], [13.849166, 23.486490, 12.073807], [22.948005, 20.270955, 13.095895], [21.919138, 21.194753, 12.908496], [22.351795, 22.418522, 12.331482], [21.144161, 23.374883, 12.345871], [20.205925, 22.925608, 11.390001], [19.101445, 23.704694, 11.248988], [18.373609, 23.484195, 9.944623], [17.874779, 22.240726, 9.865356], [17.175812, 22.070521, 8.665851], [23.697050, 20.527151, 13.867633], [23.493189, 19.970686, 12.205451], [22.472317, 19.390006, 13.513343], [22.780615, 22.339795, 11.297930], [23.059131, 22.999229, 13.003872], [21.617997, 24.310845, 12.087175], [20.669918, 23.261887, 13.393394], [19.393615, 24.733635, 11.181312], [18.431145, 23.644357, 12.164095], [19.154544, 23.740299, 9.186301], [17.625984, 24.265837, 9.837743], [16.486893, 22.868337, 8.503583], [16.634062, 21.084855, 8.647949], [17.924476, 22.067336, 7.855949], [25.811224, 19.713905, 21.705841], [25.984961, 21.079627, 21.532908], [27.357554, 21.538338, 21.512377], [27.530980, 23.069967, 21.328069], [27.414646, 23.386062, 20.000809], [26.757974, 24.589340, 19.740487], [27.026914, 25.015486, 18.319526], [28.098282, 26.015662, 18.376407], [28.723838, 26.213814, 17.149743], [24.778530, 19.527350, 21.391690], [25.988618, 19.349394, 22.750109], [26.423382, 19.092973, 21.047116], [27.854127, 21.117405, 20.652869], [27.803120, 21.229474, 22.483810], [28.548070, 23.330673, 21.666160], [26.765813, 23.520099, 21.943212], [27.184243, 25.390413, 20.344787], [25.643043, 24.591607, 19.830487], [26.141469, 25.375153, 17.852684], [27.409741, 24.210885, 17.695619], [29.533163, 26.959482, 17.314916], [27.996077, 26.662149, 16.440559], [29.135576, 25.272258, 16.729851], [20.617785, 15.618465, 21.632880], [21.498829, 15.184160, 20.081878], [22.685828, 16.152555, 19.943899], [24.143569, 15.457786, 20.687374], [20.787516, 15.230497, 19.285511], [21.865557, 14.125778, 20.118729], [22.540705, 17.069804, 20.488570], [22.889177, 16.379013, 18.899444], [18.705434, 18.717747, 23.617937], [17.145279, 17.994549, 23.026272], [17.020565, 18.330461, 21.523472], [15.419052, 17.790411, 20.860708], [16.312815, 18.510774, 23.517238], [17.228722, 16.908016, 23.243163], [17.768863, 17.783902, 20.966202], [17.113993, 19.359856, 21.264089], [25.942424, 20.117861, 18.212095], [25.672261, 18.648834, 17.076203], [25.715894, 17.421868, 17.888271], [25.966501, 16.095395, 16.686983], [26.505091, 18.682946, 16.426577], [24.660010, 18.791318, 16.707193], [24.724234, 17.189147, 18.288477], [26.532005, 17.339346, 18.614952], [17.468027, 21.112320, 13.677595], [17.711203, 20.211339, 12.182459], [19.169999, 19.812364, 12.019006], [19.480947, 18.638555, 13.332741], [17.463337, 20.841801, 11.266127], [17.050828, 19.318234, 12.086507], [19.826221, 20.686713, 12.092251], [19.403547, 19.288999, 11.085081]], "forces_ev_per_angstrom": [[0.772, 2.065, -0.550], [-0.797, -0.009, -1.695], [1.528, 2.172, 1.766], [0.352, -2.521, -1.550], [-1.401, 0.357, -0.171], [0.468, -1.165, -0.884], [-0.269, -0.803, 1.516], [-0.740, 0.384, -1.071], [-0.436, -0.411, 0.099], [0.116, 0.115, 0.088], [-0.569, -0.825, 0.687], [0.086, 0.776, 0.090], [-0.150, -0.171, 0.064], [0.191, -0.081, 0.623], [0.170, 0.122, 0.194], [0.251, -0.138, 0.071], [0.431, 0.161, 0.735], [-0.721, -0.917, -1.548], [2.024, -1.734, -1.305], [-1.414, 1.791, 0.878], [0.310, -0.269, -0.432], [0.032, 0.400, 1.093], [-2.390, 1.954, -1.122], [-0.516, 0.032, -0.038], [0.635, -1.063, 2.925], [0.542, 0.427, 0.089], [-0.557, 0.981, 0.675], [0.242, -0.124, 1.012], [1.039, -0.348, 0.648], [0.750, -1.057, 0.395], [0.622, -0.304, -0.571], [0.898, 0.025, -1.510], [-0.303, -0.001, -0.815], [-0.984, 0.429, -0.444], [1.043, -0.856, 0.347], [-1.479, -0.024, -1.153], [3.078, 0.036, -0.147], [-1.175, -1.323, 0.659], [0.251, 0.197, -0.789], [-0.039, -0.573, 0.191], [-0.788, 1.690, 0.688], [0.285, -0.857, 0.946], [-0.907, 0.098, 0.311], [0.037, -0.010, -0.282], [-0.274, 0.811, -0.183], [0.462, 0.710, 1.255], [0.487, -0.475, 0.165], [-0.940, -0.035, -0.763], [-0.216, 0.332, 0.173], [0.178, 0.194, -1.370], [-0.062, 0.111, -0.162], [1.456, 1.620, -0.532], [1.062, 0.986, 0.309], [0.279, -1.025, -0.826], [-1.078, -0.455, 1.285], [0.104, 1.016, -0.945], [-1.197, -0.644, 2.846], [0.119, 0.509, -0.491], [-0.892, -1.059, -0.034], [-0.354, -1.039, 0.066], [-1.036, -0.848, -0.032], [-0.215, 0.175, 0.547], [-0.279, -0.161, -1.447], [0.187, 0.562, -0.286], [0.727, -0.615, -0.419], [0.681, 0.583, -0.397], [0.565, 0.387, -0.410], [-0.473, -0.191, 0.963], [-0.380, -0.607, -0.816], [-0.163, -0.135, 1.209], [-1.191, 0.139, -2.327], [-0.295, -0.921, 0.987], [0.677, -0.469, 0.373], [-0.328, -0.035, -1.695], [0.861, 0.383, -0.926], [0.392, -0.503, 0.909], [-0.075, -2.010, 0.197], [1.172, 0.326, -0.965], [0.445, 0.134, 1.094], [-0.385, 0.672, 0.202], [-0.022, 0.088, -0.114], [-0.165, -0.067, 1.072], [-0.046, 0.078, 0.200], [0.555, 0.318, -0.657], [-0.100, -0.199, 0.318], [-0.185, 0.696, 0.494], [-1.415, 0.157, 1.108], [0.733, -0.205, -0.304], [-0.384, 1.011, -0.568], [0.507, 0.563, -0.136], [-0.167, 0.458, 0.374], [0.317, -0.988, 1.001], [0.824, 0.802, -0.665], [-0.535, 1.289, 0.813], [-0.040, -2.308, 0.920], [1.443, -1.077, -0.386], [-1.979, 1.116, 1.143], [2.176, 1.980, 0.604], [-1.046, -1.742, -0.130], [0.489, -1.810, -0.806], [-0.183, 0.615, -0.242], [-0.092, 0.205, -0.450], [-0.140, -0.347, -0.162], [-0.330, -0.274, 0.808], [-0.157, -1.113, -0.552], [-0.634, 0.959, 0.107], [0.834, 0.848, -1.414], [0.274, 1.084, 0.139], [0.381, -0.209, -0.898], [-0.440, -0.590, -0.145], [-0.503, 0.162, 0.096], [-0.712, 0.653, -0.127], [0.566, 0.967, 0.240], [-0.395, -0.015, -0.117], [-0.279, -0.920, 0.277], [0.842, 1.702, -0.319], [-0.424, 0.113, 0.780], [-0.110, -1.938, 1.393], [-0.583, -0.036, -1.386], [-0.625, 0.810, -0.801], [2.251, 0.458, 0.214], [-1.073, -0.863, 0.416], [0.115, 0.719, -0.512], [0.102, -0.197, 0.430], [-0.192, 0.452, -0.566], [0.312, 0.159, -0.140], [0.422, -0.681, -0.178], [0.140, 0.123, -0.630], [-0.322, 0.013, 0.263], [-0.174, 0.597, 0.265], [-0.218, 0.106, 0.331], [0.676, -0.609, 0.585], [-0.772, 0.854, -0.464], [-0.063, -0.511, 0.120], [-0.433, -0.621, -0.188], [0.416, -0.257, -0.047], [-0.114, 0.414, 0.132], [0.284, -0.560, -0.743], [0.903, -0.304, 1.091], [-0.453, -0.471, -0.151], [0.450, -0.246, 0.022], [-0.355, 0.454, -0.425], [-0.373, 0.984, 0.344], [-0.436, 0.251, -0.111], [0.025, -0.128, 0.009], [-0.497, -0.143, -0.148], [0.090, 0.543, -0.706], [-0.051, -1.557, 0.230], [0.410, 0.112, 0.363], [0.348, -0.486, 0.349], [-0.416, 0.870, -0.289], [0.184, -0.076, -0.088], [0.018, 0.782, 0.322], [-0.024, -0.739, -0.594], [-0.413, 1.813, 1.707], [-0.380, -1.478, 0.249], [0.063, -0.283, -0.033], [0.388, 0.223, -1.053], [0.353, 0.076, -0.596], [0.527, 0.261, 0.426], [-0.408, 0.201, -0.174], [-0.283, 0.142, 0.021], [-0.223, -0.154, -2.891], [-0.344, 0.117, 0.238], [0.658, -0.222, 0.128], [0.212, -0.416, 1.609], [0.417, 0.631, 0.710], [-0.106, -0.410, 0.249], [-0.434, 0.170, 0.130]], "molar_mass_g_mol": 1358.665, "energy_ev": -229455.6332, "lumo_ha": 0.0073, "smiles": "COP(=O)(OC)OC.COP(=O)(OC)OC.COP(=O)(OC)OC.COP(=O)(OC)OC.COCCOCCOC.COCCOCCOC.COCCOCCOC.ClCCCl.ClCCCl.ClCCCl.ClCCCl", "fmax_ev_per_a": 3.28, "orbital_gap_ev": 9.7, "e_above_lowest_ev": 0.000}